#i
Entry from the OMol25 dataset: a 2-piece molecular cluster, BrH2NO2P overall (ωB97M-V/def2-TZVPD).

Properties
Total charge ... -1
HOMO (alpha / beta) ... -4.33 / -4.33 eV
HOMO-LUMO gap (alpha / beta) ... 7.3 / 7.3 eV
LUMO (alpha / beta) ... 2.9857 / 2.9883 eV

```
7
Properties=species:S:1:pos:R:3:lowdin_charge:R:1
N -0.35464 -0.15638 1.10510 -0.28
O -1.45231 -0.61631 -1.33179 -0.50
O 2.20111 -0.74922 -1.18633 -0.67
P -0.31383 -0.04877 -0.64263 0.23
Br -0.55850 2.20892 -0.73828 0.14
H 0.52530 0.47313 1.28572 0.03
H -0.04713 -1.11137 1.50821 0.05
```

---

#ii
Entry from the OMol25 dataset: an isolated ion of composition BrH2NO2P and charge -1 (ωB97M-V/def2-TZVPD).

Properties
Total charge ... -1
HOMO ... -5.41 eV
HOMO-LUMO gap ... 8.9 eV
LUMO ... 3.4713 eV

```
7
Properties=species:S:1:pos:R:3:lowdin_charge:R:1
N -1.19375 0.43392 0.26604 -0.18
P 0.38489 -0.69523 -0.03518 0.01
O 0.37562 -1.01946 -1.49699 -0.49
O 0.44432 -1.77995 0.99287 -0.44
Br 1.95970 0.93344 0.10439 0.19
H -0.57265 1.16538 0.74468 -0.06
H -1.39813 0.96190 -0.57583 -0.03
```

---

#iii
Entry from the OMol25 dataset: a 2-piece molecular cluster, BrH2NO2P overall (ωB97M-V/def2-TZVPD).

Properties
Total charge ... -1
HOMO (alpha / beta) ... -2.51 / -2.51 eV
HOMO-LUMO gap (alpha / beta) ... 6.2 / 6.1 eV
LUMO (alpha / beta) ... 3.6431 / 3.6431 eV

```
7
Properties=species:S:1:pos:R:3:lowdin_charge:R:1
N -0.83859 -0.04630 -0.23430 -0.26
O 1.86568 -1.23004 -1.01007 -0.67
O -2.08561 0.69178 0.27968 -0.28
P 1.60047 -0.92142 0.38354 0.28
Br 2.46964 1.15949 0.42644 -0.01
H -1.26238 -0.99017 -0.65972 -0.02
H -1.74922 1.33667 0.81442 -0.05
```

---

Least stable structure: #i